Computed, not measured: a structure of composition C27H34AsN5PdSSeSiTe, with the ωB97M-V functional and the def2-TZVPD basis.

The molecular weight comes out at 876.659 g mol⁻¹. Its energy above the lowest of the compared OMol25 structures with the same formula, charge and spin is 0.2980 eV. The total energy is -7043.87597 Ha. The value obtained for the LUMO energy is -1.604 eV. Its highest occupied orbital energy is -6.92 eV.

Last column: Mulliken charge in e.
Positions of all 72 atoms, in Å:
Pd -0.001 0.731 0.132  -0.15
C -2.386 -2.984 -0.233  -1.36
C -1.811 -2.526 1.082  0.53
C -1.894 -3.323 2.208  -0.76
C -1.323 -2.839 3.386  -0.71
C -0.713 -1.611 3.411  -1.02
C -0.674 -0.839 2.223  0.86
N -1.224 -1.327 1.083  0.23
N -0.114 0.391 2.126  0.39
Si 0.543 1.348 3.422  -0.04
C 0.770 3.083 2.754  -0.64
C 2.176 0.684 4.022  -1.07
C -0.666 1.365 4.868  -1.28
H -3.409 -3.341 -0.114  0.40
H -1.801 -3.807 -0.648  0.31
H -2.382 -2.161 -0.948  0.10
H -2.382 -4.287 2.170  0.47
H -1.353 -3.439 4.287  0.41
H -0.259 -1.240 4.318  0.35
H 0.264 3.188 1.788  -0.29
H 1.826 3.296 2.579  0.31
H 0.380 3.843 3.433  0.42
H 2.912 0.717 3.217  0.22
H 2.085 -0.350 4.361  0.29
H 2.554 1.275 4.860  0.36
H -1.649 0.992 4.574  0.36
H -0.794 2.378 5.254  0.50
H -0.312 0.747 5.694  0.37
Te 2.600 0.574 -0.019  -0.16
C 2.609 2.200 -1.346  0.06
C 3.008 2.226 -2.654  -0.35
C 2.872 3.509 -3.258  -0.52
C 2.374 4.439 -2.395  -0.65
S 2.078 3.754 -0.855  -0.07
H 3.385 1.352 -3.166  0.45
H 3.144 3.727 -4.281  0.40
H 2.179 5.482 -2.585  0.46
C -3.022 1.836 1.818  -1.27
As -2.111 1.998 0.114  0.98
C -2.250 3.916 -0.114  -1.28
C -3.487 1.269 -1.093  -0.89
C -4.804 1.972 -1.054  0.19
C -5.046 3.067 -1.881  -0.21
C -6.248 3.755 -1.821  -0.71
C -7.233 3.357 -0.927  -0.45
C -7.009 2.261 -0.107  -0.73
C -5.805 1.574 -0.171  -0.20
H -3.982 2.352 1.800  0.66
H -2.381 2.275 2.583  0.20
H -3.162 0.781 2.049  0.31
H -3.289 4.223 -0.004  0.43
H -1.862 4.214 -1.085  0.19
H -1.643 4.375 0.667  0.46
H -3.570 0.225 -0.783  0.33
H -3.065 1.293 -2.101  0.39
H -4.281 3.379 -2.585  0.35
H -6.418 4.601 -2.474  0.40
H -8.171 3.893 -0.876  0.38
H -7.775 1.938 0.586  0.39
H -5.642 0.712 0.464  0.44
Se -0.894 3.419 -4.223  0.23
N -0.806 1.932 -5.173  -0.85
C -0.493 0.971 -4.325  0.63
C -0.334 -0.416 -4.670  -0.58
C -0.021 -1.263 -3.670  -0.98
C 0.161 -0.772 -2.326  -0.62
N 0.017 0.468 -1.960  1.12
C -0.330 1.371 -2.952  -0.01
N -0.520 2.644 -2.692  0.05
H -0.466 -0.736 -5.694  0.50
H 0.115 -2.321 -3.844  0.43
H 0.454 -1.464 -1.542  0.51